C4H6NaO | ωB97M-V/def2-TZVPD

Properties
- Frontier orbital gap: 8.48 eV
- Spin multiplicity: 1
- Total charge: +1
- Energy relative to the best compared isomer or geometry (same formula, charge and spin): 176.8 kJ/mol
- E_HOMO: -13.24 eV

XYZ file:
```
12
C4H6NaO (ωB97M-V/def2-TZVPD)
H -1.695 0.788 -0.946
C -1.694 -1.042 0.331
C -1.199 -0.156 -0.525
C 0.178 0.312 -0.672
C 0.973 1.189 0.349
O 1.200 -0.199 0.345
Na 3.215 -1.543 0.386
H -2.755 -1.298 0.324
H -1.024 -1.685 0.907
H 0.596 0.273 -1.683
H 0.401 1.563 1.202
H 1.804 1.797 -0.017
```

These are the Mulliken partial charges, in e, on atoms 1 to 2: 0.24, -0.55